[1]
Molecular formula: C28H55NO10S4
Method: DFT, ωB97M-V/def2-TZVPD

Calculated values
frontier orbital gap = 9.580 eV
SMILES = COCCCCCCC[C@@H]1CNC(=O)C1.O=S1(=O)CCCC1.O=S1(=O)CCCC1.O=S1(=O)CCCC1.O=S1(=O)CCCC1
net charge = 0
highest occupied orbital energy = -9.257 eV
DFT total energy = -3499.5168 Eh

Last column: Mulliken charge in e.
Cartesian coordinates (Å):
O1 -1.66931 3.13027 -2.41628  -0.6499
H1 -1.86445 0.40861 -0.93585  0.0001
S1 7.37271 5.53762 2.07655  1.1454
H2 -5.02780 5.20518 -4.11345  0.3221
O2 -1.61568 -1.06125 3.56573  -0.6591
C1 4.83721 4.87945 2.51305  -0.7458
C2 0.11529 -0.19390 0.34013  0.2908
H3 4.77424 6.69642 1.34623  0.2928
H4 -3.04497 -5.58838 2.81174  0.2810
H5 8.45728 2.45907 1.54184  -0.0368
H6 -2.68337 4.73235 -4.20966  0.3361
H7 -5.46070 3.52717 -4.45598  0.2904
C3 3.62915 -0.56450 -1.11049  -0.4880
H8 6.63818 7.76570 2.51786  0.3904
O3 -6.38961 -5.45706 -1.15012  -0.6684
H9 1.21942 -0.56581 2.49689  0.2311
O4 -2.89867 -3.13285 0.90428  -0.6591
H10 -6.26376 -2.85079 -1.20237  0.3718
H11 -6.35211 -3.68745 -5.09086  0.3718
C4 -4.13090 -3.04349 3.22963  -0.5374
H12 2.81577 -2.24371 0.19914  0.2382
C5 -4.87550 3.85259 -2.40569  -0.6975
O5 -2.60401 1.34225 -3.95629  -0.6986
C6 -1.41286 0.46057 0.15677  -0.6232
H13 -5.59052 -4.41677 4.03447  0.2760
H14 2.18451 0.55023 -2.51946  0.2758
S2 -5.26920 -4.89080 -1.87133  1.2228
H15 6.14891 -0.44198 2.14424  0.1762
H16 6.43927 6.67134 3.92278  0.3413
C7 6.44595 -1.46648 0.12100  -0.4466
H17 -5.74436 -5.07320 1.44812  0.4018
H18 9.34699 1.36919 0.27752  0.2192
C8 -3.33065 3.85862 -4.32496  -0.6419
C9 8.61480 1.32361 1.20890  -0.3802
H19 -1.37037 1.58747 0.48668  0.2472
O6 -3.89715 -5.26193 -1.58814  -0.6766
C10 -4.76498 4.16495 -3.89728  -0.6324
H20 3.93930 4.48613 2.02627  0.2868
H21 5.07837 -3.34854 0.05430  0.3158
H22 -6.11932 -6.00559 -3.80348  0.4213
H23 -5.91632 3.84078 -2.06926  0.3642
S3 -4.22918 -3.26509 1.45963  1.3586
S4 -2.74156 2.58355 -3.22095  1.2137
C11 5.07251 -2.25919 0.53485  -0.8749
C12 -6.34115 -3.83245 -4.00667  -0.6566
H24 -2.63298 -1.12436 0.97339  0.1008
H25 -4.68662 -2.46914 -3.77018  0.2852
H26 -4.34074 4.61563 -1.82756  0.3143
C13 1.29123 0.73224 -0.40182  -0.2456
C14 2.08051 -0.13489 -1.54758  -0.7648
C15 0.31263 -0.04303 1.97333  -0.7054
H27 0.22580 1.13251 2.10484  0.2910
H28 1.98844 1.28224 0.36846  0.2272
C16 -5.56675 -5.08299 -3.61780  -0.8386
C17 -4.50974 -4.38717 3.85017  -0.7567
H29 4.17731 -1.13409 -1.99499  0.2859
H30 -4.83991 1.69263 -2.61401  0.3054
H31 9.09424 0.75308 2.11185  0.3081
H32 7.27459 -2.30789 -0.05511  0.3047
H33 6.39260 -0.86057 -0.87873  0.2627
H34 -4.00877 -4.53299 4.81228  0.3644
C18 -4.21201 2.49637 -2.21806  -0.4728
H35 4.18745 0.47329 -0.92625  0.1417
C19 7.00561 -0.51299 1.34741  -0.3194
H36 -3.94498 2.28860 -1.18050  0.3305
C20 -4.13532 -5.47742 2.84728  -0.7530
H37 0.68421 1.59147 -0.96364  0.2386
H38 -4.49714 -2.67787 -1.43443  0.0537
C21 -5.64907 -2.67607 -3.28666  -0.6902
H39 1.47188 -1.09662 -1.88756  0.3208
C22 4.92600 6.39992 2.39097  -0.6238
C23 6.33283 6.76814 2.83819  -0.6934
H40 4.78543 4.60106 3.57265  0.3242
H41 -3.10412 -2.76252 3.47952  0.1957
H42 -6.24298 -1.75784 -3.33174  0.3243
C24 -4.65433 -4.99516 1.50088  -0.5462
O7 -5.36100 -2.51853 0.94768  -0.7273
H43 -4.56528 -6.44549 3.12041  0.4177
H44 -7.37991 -3.91227 -3.66456  0.3028
H45 4.16701 6.90116 2.99868  0.3564
H46 -4.81876 -2.25104 3.53523  0.4362
C25 3.68292 -1.42748 0.28206  0.0245
H47 7.93604 -1.06878 1.81015  0.3072
H48 3.42027 -0.79115 1.23904  -0.0091
C26 -1.22754 -0.51616 2.41015  0.4312
H49 5.97144 4.10303 0.82091  0.3315
H50 0.08982 -1.31143 -0.00760  0.3655
C27 6.10330 4.29455 1.88936  -0.3131
H51 -3.28678 3.49593 -5.35503  0.3272
N1 -2.20418 -0.21907 1.28383  -0.1315
H52 6.41499 3.37788 2.39639  0.2037
O8 7.75334 6.00894 0.76159  -0.6500
O9 7.30519 0.80896 0.77315  -0.3046
C28 -5.41486 -3.11048 -1.84081  -0.1886
O10 8.34610 5.08251 3.04909  -0.6554
H53 -4.19884 -5.51224 0.65462  0.3342
H54 5.13586 -2.44709 1.71194  0.3262
H55 -4.59578 -5.11726 -4.12087  0.3366

***

[2]
Molecular formula: C28H55NO3
Method: DFT, ωB97M-V/def2-TZVPD

Calculated values
frontier orbital gap = 9.834 eV
SMILES = C#CCO[C@@H](CCCCCCCCCCCCCCC)[C@@H](OCCC)OCNCCCC
net charge = 0
highest occupied orbital energy = -9.026 eV
DFT total energy = -1380.2100 Eh

Last column: Mulliken charge in e.
Cartesian coordinates (Å):
H1 2.96173 -3.93656 -1.24635  0.0228
H2 -3.43078 3.40092 4.45315  0.3736
C1 3.83645 -0.39080 1.23799  0.4380
H3 -0.52154 0.45063 3.32192  0.5410
H4 3.46510 -5.00176 0.03185  0.4018
H5 1.80524 -3.39481 -3.16343  0.3349
O1 -2.47659 2.14370 3.16747  -0.3748
C2 0.64980 4.08887 -2.62900  -1.3067
C3 0.79507 -3.48946 -2.77478  -1.6488
H6 4.78882 -3.12407 1.07118  0.4233
H7 0.19620 1.81041 4.14208  0.3493
C4 -3.19009 3.32775 3.39486  -0.4641
H8 0.65004 -4.47945 -2.35600  0.2874
H9 4.58797 1.62996 1.47783  0.4100
C5 0.52045 -2.34413 -1.77702  1.1747
H10 -0.07424 3.16222 2.21274  0.4275
H11 0.09003 4.05512 -1.69457  0.2387
H12 1.34428 -0.27053 2.30592  -0.3834
H13 5.32716 -3.80286 -0.43450  0.4274
C6 -1.55294 1.19585 -3.28609  -0.2388
H14 -2.96447 0.39657 -2.12710  0.1746
H15 -3.21290 -1.66822 -1.50466  -0.0251
C7 3.24012 -3.95675 -0.19504  -0.4128
C8 4.95872 -0.63206 0.22981  -1.1456
H16 0.13120 -4.14925 1.18945  0.3548
H17 2.90535 -0.35371 0.66389  -0.2408
H18 -3.61663 -1.27525 1.34399  0.3157
H19 3.72001 -1.23302 1.91380  0.3512
C9 -4.82808 -0.80898 -0.39287  -0.7267
H20 -1.56753 3.38718 -3.43141  0.4866
H21 -5.87811 -1.08340 -0.29112  0.4070
H22 -2.14069 3.00004 1.36148  0.8946
O2 -1.76995 0.81759 -0.17363  0.3723
H23 -1.08589 -2.92962 -0.43089  0.0338
C10 2.11886 -3.53195 0.74078  0.7422
H24 -0.25347 -1.71993 -2.21870  -0.1654
C11 3.94539 0.93593 2.01493  -1.1251
C12 4.60021 -1.81896 -0.70075  -0.2533
C13 -2.19541 1.86987 -1.04487  0.0770
H25 0.22215 4.89534 -3.22261  0.3386
H26 -4.80704 0.05358 -1.05283  0.5304
H27 3.59640 -1.59973 -1.07159  -0.0624
H28 -6.41789 3.18678 1.59064  0.4350
H29 0.14927 1.80798 1.10863  0.1850
O3 -3.72091 0.80964 1.11687  -0.1776
H30 -1.97327 0.65722 -4.13455  0.5254
H31 -3.82536 -2.73554 -0.29862  0.3554
C14 4.54682 -3.18299 0.01064  -1.0985
H32 1.12412 2.83914 -4.28566  0.4377
C15 -4.28798 -0.48269 1.00937  -0.4623
C16 -2.33848 0.85248 1.11532  -0.9663
H33 2.12032 -2.44876 0.84619  -0.9475
C17 -4.46452 3.39687 2.67775  -0.3113
H34 -1.01986 2.51650 -4.89063  0.3603
H35 2.19844 2.06633 1.42666  0.3433
H36 1.68693 4.28584 -2.37243  0.3765
H37 1.96531 0.22874 3.85619  0.4383
C18 0.48154 2.77518 -3.41081  -0.2089
H38 2.74083 2.33745 3.05396  0.3994
H39 2.27807 -3.93583 1.73905  0.5210
C19 0.69974 -3.93670 0.28282  -1.2942
C20 -0.33861 2.12057 2.02688  -0.6196
C21 -5.51230 3.42949 2.07646  -0.0672
H40 5.87383 -0.89550 0.75970  0.2849
H41 -2.59045 4.21268 3.16920  0.3158
H42 1.37437 -1.68274 -1.65043  -0.2802
H43 5.28600 -1.81232 -1.54407  0.4823
C22 -4.14214 -2.02047 -1.05290  -0.8788
H44 -1.91636 -0.01341 1.63151  0.4011
C23 1.54826 0.60489 2.92149  -0.0111
H45 -5.13670 -0.49715 1.69128  0.4095
C24 2.57278 1.55236 2.30959  -0.5499
H46 0.69210 -4.85091 -0.30572  0.4511
H47 -2.98787 2.47892 -0.61481  0.3769
H48 4.44312 0.71774 2.96149  0.4013
H49 5.08614 0.23971 -0.40827  0.4835
C25 0.18469 1.27373 3.19838  -0.8636
H50 -4.77461 -2.49561 -1.79232  0.3876
H51 0.85995 1.97747 -2.77240  0.1500
H52 0.10078 -3.40631 -3.60692  0.4592
H53 -0.72136 0.58083 -2.92676  -0.0404
H54 0.11969 -1.90239 0.26358  -0.4395
C26 -1.85776 2.08474 1.88300  -0.6390
C27 -1.00467 2.53773 -3.80622  -0.9442
H55 -1.33704 2.52400 -1.19813  -0.6314
N1 -2.64388 1.34000 -2.31392  -0.4386
C28 -0.01151 -2.76196 -0.39637  0.5342

***

[3]
Molecular formula: C28H55O2Si4Sm
Method: DFT, ωB97M-V/def2-TZVPD

Calculated values
frontier orbital gap (spin up / spin down) = 5.811 / 5.777 eV
multiplicity = 6
net charge = 0
highest occupied orbital energy (spin up / spin down) = -5.763 / -5.721 eV
DFT total energy = -3066.2949 Eh

Last column: Mulliken spin population.
Cartesian coordinates (Å):
H1 2.73557 0.18654 4.29526  0.0002
H2 4.04496 5.21567 -1.24293  0.0000
H3 3.58120 3.54081 -1.58057  -0.0006
H4 1.10262 0.90176 4.25558  0.0000
H5 -0.15606 -4.83644 0.45573  -0.0001
C1 -1.89743 1.88177 -0.02460  0.0014
C2 1.79212 1.45064 -2.36018  -0.0148
H6 1.52386 6.29584 -1.71366  0.0001
C3 4.27752 1.40199 1.79434  0.0008
H7 -2.05658 -7.79021 -4.11989  0.0000
H8 1.02181 -2.68859 0.37028  0.0017
C4 -2.04583 0.75816 -2.02690  0.0111
H9 -2.26224 -2.26041 -1.71944  0.0006
H10 3.80589 4.21187 3.39363  0.0003
H11 0.61967 6.09079 3.32527  0.0003
H12 -1.13469 -7.92376 -1.09817  0.0000
H13 -0.77403 -2.08322 -2.68106  -0.0016
H14 -0.68753 2.21471 4.51337  -0.0001
H15 -1.90018 2.06875 1.05790  -0.0030
C5 -1.38713 2.65283 3.79335  0.0011
H16 -1.72425 -3.99485 0.51539  0.0001
C6 -1.16678 2.62353 -1.02252  -0.0159
C7 3.35683 3.35510 3.90845  -0.0034
C8 1.87204 -0.83532 -2.12702  0.0031
H17 0.90055 0.11505 -3.90508  0.0017
H18 -2.98809 -0.06196 -0.14918  0.0002
H19 -2.51845 5.32103 2.30117  0.0001
O1 -2.89324 -6.88380 -1.71948  0.0000
C9 3.69372 4.28237 -0.78430  0.0008
H20 -0.59780 3.54493 -0.89570  0.0103
H21 1.57845 6.67975 1.59115  0.0002
H22 0.82314 4.85737 4.59853  0.0003
H23 -2.54158 -8.00131 0.07397  0.0000
Si1 1.12417 3.04561 1.40473  -0.0033
C10 -2.87080 -9.08524 -1.82300  0.0000
H24 4.95754 1.04216 2.57812  0.0000
Si2 2.06156 4.72632 0.07655  -0.0022
O2 -0.55329 -1.68488 -0.61282  -0.0001
H25 2.57399 3.72014 4.57904  0.0004
C11 -3.14832 -7.74785 -4.00148  0.0000
C12 -1.18458 -2.46707 -1.73539  0.0037
H26 -2.36780 0.06146 -2.79793  0.0020
C13 -0.71947 -3.97139 0.07820  0.0005
H27 4.07323 0.56779 1.11603  0.0002
H28 -0.76107 5.65736 4.37763  -0.0002
H29 2.96128 -0.80075 -0.15370  0.0006
C14 0.12952 5.27225 3.86088  -0.0033
H30 0.76781 4.74825 -2.11636  0.0000
H31 -0.88759 2.28163 -3.19527  0.0024
H32 3.02777 6.88819 0.57165  -0.0004
C15 -0.07428 -2.63868 0.43537  0.0009
H33 4.13565 2.85869 4.50117  0.0002
H34 1.60921 2.45347 -2.74067  0.0012
H35 -1.57573 -4.63182 -1.84849  0.0001
H36 -3.59382 -8.55675 -4.59512  0.0000
H37 -2.16831 3.18534 4.34959  0.0001
C16 2.57691 -0.26762 -1.03593  -0.0184
H38 2.95782 1.87114 -0.48711  -0.0033
C17 2.47478 6.18322 1.20747  -0.0042
C18 -1.81509 4.84552 1.60821  0.0004
H39 -1.86128 1.83793 3.23624  -0.0008
C19 -2.41510 0.72889 -0.64801  -0.0188
H40 0.00479 5.83187 -0.93389  0.0000
C20 -1.27975 1.93096 -2.24336  -0.0263
H41 -5.35484 -8.00204 -1.32898  0.0000
H42 4.46473 3.92781 -0.09389  0.0000
Si3 2.74474 2.03597 2.70255  -0.0119
H43 -5.46405 -6.92296 -2.75468  0.0000
H44 0.13452 -4.13419 -1.89549  -0.0002
H45 1.80540 -1.89927 -2.35780  0.0016
H46 1.62728 -0.20706 2.96875  0.0014
Si4 -0.55550 3.95915 2.70843  -0.0022
C21 -2.23254 -7.98866 -0.98775  0.0000
H47 3.11016 5.90269 2.05360  0.0005
C22 2.55082 1.14862 -1.18833  -0.0034
H48 -1.35366 5.62558 0.99371  0.0000
H49 -3.52006 -6.79233 -4.39433  0.0000
H50 -2.37365 4.17724 0.94772  -0.0006
C23 1.38585 0.23006 -2.95354  -0.0017
C24 1.95595 0.59603 3.64139  -0.0019
Sm1 0.17708 0.51308 -0.47181  5.0914
H51 -0.35924 -2.23613 1.41951  -0.0008
C25 0.96426 5.44889 -1.29757  0.0007
C26 -5.05897 -7.87062 -2.37855  0.0000
H52 -2.15703 -9.64440 -2.43814  0.0000
C27 -3.54487 -7.88800 -2.53899  0.0000
H53 -3.55250 -9.73348 -1.26127  0.0000
H54 4.79965 2.18197 1.22969  0.0001
C28 -0.84216 -3.92190 -1.44526  0.0006
H55 -5.50919 -8.68356 -2.96400  0.0000